{
  "formula": "C40H57O3PtSe2",
  "method": "the ωB97M-V functional and the def2-TZVPD basis",
  "homo_energy_ev": [-4.4, -4.5],
  "e_tot_ha": -6706.373922,
  "lumo_ev": [2.49, 2.28],
  "gap_ev": [6.85, 6.76],
  "charge": -1,
  "spin_multiplicity": 3,
  "elements": ["Pt", "C", "C", "C", "C", "C", "C", "C", "Se", "C", "C", "C", "C", "C", "C", "O", "C", "C", "C", "C", "C", "C", "C", "C", "C", "O", "C", "C", "C", "C", "C", "C", "H", "H", "H", "H", "H", "H", "H", "H", "H", "H", "H", "H", "H", "H", "H", "H", "H", "H", "H", "H", "H", "H", "H", "H", "H", "H", "H", "H", "H", "H", "H", "H", "H", "H", "H", "H", "H", "H", "H", "H", "C", "C", "C", "C", "C", "C", "Se", "C", "C", "C", "H", "H", "H", "H", "H", "H", "H", "H", "H", "H", "H", "C", "C", "C", "O", "H", "H", "H", "H", "H", "H"],
  "positions_angstrom": [[-0.573019, 1.835598, -0.087805], [0.159945, -4.969476, 4.343076], [-0.775910, -4.474260, 3.237965], [-2.219280, -4.562308, 3.760639], [-0.633767, -5.418032, 2.034161], [-0.475363, -3.036230, 2.820316], [-1.184299, -2.450705, 1.784842], [-0.969297, -1.130325, 1.431163], [-1.941050, -0.423279, -0.079604], [-0.869028, -1.186537, -1.496030], [-1.006554, -2.533008, -1.778178], [-0.209946, -3.142665, -2.734869], [0.723950, -2.331549, -3.379437], [0.879482, -0.975736, -3.137332], [0.040660, -0.337837, -2.165753], [0.093066, 0.943041, -1.935721], [1.976505, -0.182575, -3.859220], [1.397948, 1.030379, -4.608435], [2.721691, -1.034838, -4.890815], [2.996916, 0.295609, -2.814672], [-0.367285, -4.630802, -3.036383], [-1.792752, -4.908928, -3.540564], [-0.134897, -5.448013, -1.756715], [0.614509, -5.122770, -4.102417], [-0.059163, -0.284281, 2.110980], [0.029172, 0.985456, 1.870537], [0.733617, -0.918576, 3.131021], [0.487264, -2.243175, 3.448834], [1.856473, -0.143871, 3.834750], [1.322607, 1.103795, 4.560210], [2.572416, -1.007955, 4.876639], [2.893809, 0.278011, 2.780813], [-0.110131, -5.991477, 4.618422], [1.198928, -4.971936, 4.007254], [0.081593, -4.347057, 5.236209], [-2.445635, -5.583912, 4.080947], [-2.360634, -3.889638, 4.608596], [-2.931215, -4.280270, 2.983745], [-0.775124, -6.456793, 2.346842], [-1.379774, -5.190738, 1.272443], [0.354813, -5.319431, 1.582909], [-1.923542, -3.018652, 1.230130], [-1.746900, -3.100440, -1.224657], [1.366713, -2.787389, -4.118176], [0.668116, 0.709971, -5.356683], [0.907124, 1.706019, -3.916011], [2.201518, 1.571280, -5.118284], [2.040843, -1.418899, -5.654300], [3.474865, -0.416906, -5.384498], [3.239303, -1.874954, -4.422176], [2.508525, 0.912561, -2.066677], [3.454834, -0.559173, -2.310956], [3.787734, 0.878759, -3.298997], [-2.532901, -4.625555, -2.791058], [-1.994979, -4.343189, -4.451916], [-1.917493, -5.974480, -3.754891], [-0.867472, -5.186348, -0.993799], [-0.228170, -6.518027, -1.964786], [0.859827, -5.254384, -1.351517], [0.479092, -4.586928, -5.043940], [1.649038, -4.997471, -3.776652], [0.444173, -6.185249, -4.289682], [1.079898, -2.688847, 4.235072], [0.572423, 0.826587, 5.305450], [2.145259, 1.617050, 5.068639], [0.870406, 1.792065, 3.854234], [1.886365, -1.334136, 5.662371], [3.028368, -1.888002, 4.416842], [3.367539, -0.421734, 5.341968], [2.440348, 0.932245, 2.042777], [3.720877, 0.810958, 3.262997], [3.296542, -0.599469, 2.268520], [-5.553794, 7.500352, -0.857868], [-4.431222, 6.587315, -0.436266], [-4.660258, 5.273881, -0.062626], [-3.636236, 4.442606, 0.383641], [-3.960178, 3.034453, 0.783878], [-2.325972, 4.943576, 0.453921], [-0.878683, 3.889684, 1.179045], [-2.078707, 6.271369, 0.066066], [-0.686601, 6.842703, 0.093246], [-3.128048, 7.063601, -0.377429], [-6.491913, 6.953602, -0.952241], [-5.332472, 7.979906, -1.813128], [-5.694365, 8.287873, -0.113789], [-5.670325, 4.879208, -0.119063], [-4.994644, 2.779390, 0.550040], [-3.788467, 2.889174, 1.852946], [-3.298562, 2.338664, 0.267752], [-0.078376, 6.365327, -0.677413], [-0.206648, 6.650203, 1.052624], [-0.699136, 7.917855, -0.090998], [-2.926158, 8.085680, -0.685932], [4.312075, 3.314535, 0.213290], [2.865791, 3.232654, -0.227831], [2.323075, 4.461002, -0.908116], [2.228187, 2.218893, -0.064504], [4.547005, 4.294406, 0.629950], [4.952320, 3.156168, -0.658126], [4.517923, 2.533758, 0.943388], [3.003393, 4.781929, -1.700356], [2.233812, 5.259572, -0.169508], [1.337691, 4.250526, -1.313316]],
  "atomic_forces_ev_per_a": [[-0.497, -0.578, -0.037], [-0.040, 0.063, -0.084], [-0.055, -0.078, -0.002], [0.092, -0.018, -0.006], [0.012, 0.049, 0.109], [-0.030, -0.103, -0.017], [0.001, -0.004, 0.007], [0.042, 0.204, -0.137], [0.411, 0.285, -0.013], [-0.049, 0.196, 0.167], [0.012, 0.016, -0.012], [0.028, -0.049, -0.020], [-0.063, -0.062, -0.007], [-0.040, 0.307, 0.031], [-0.193, -0.439, -0.206], [0.360, 0.181, 0.361], [0.020, 0.053, -0.011], [-0.011, -0.074, 0.093], [-0.010, 0.018, 0.065], [-0.051, 0.028, -0.072], [-0.088, -0.118, 0.005], [0.081, -0.006, 0.034], [-0.017, 0.042, -0.095], [-0.042, 0.076, 0.065], [-0.174, -0.298, 0.162], [0.472, 0.147, -0.276], [-0.101, 0.296, -0.065], [-0.032, -0.041, 0.006], [0.007, 0.013, -0.025], [0.012, -0.081, -0.103], [-0.019, 0.023, -0.057], [-0.052, 0.042, 0.105], [0.006, -0.005, 0.001], [0.018, 0.016, 0.041], [0.033, -0.020, 0.020], [-0.035, 0.008, -0.001], [-0.011, -0.009, 0.007], [-0.018, 0.014, 0.015], [-0.020, -0.007, -0.028], [0.023, -0.013, -0.039], [-0.004, -0.015, -0.019], [-0.026, -0.011, 0.032], [0.007, -0.035, -0.021], [-0.040, 0.010, 0.044], [0.021, -0.007, -0.005], [-0.079, 0.055, 0.050], [-0.002, -0.037, -0.013], [0.055, -0.016, -0.030], [-0.005, 0.013, -0.011], [-0.007, -0.016, -0.040], [-0.017, 0.036, 0.076], [0.010, 0.006, -0.010], [0.007, -0.006, 0.004], [-0.024, 0.020, -0.026], [-0.018, 0.003, 0.003], [-0.023, 0.003, -0.009], [0.034, -0.011, 0.044], [0.002, -0.005, 0.018], [-0.004, -0.004, 0.020], [0.024, -0.016, -0.016], [0.012, 0.001, -0.027], [0.010, -0.007, -0.002], [-0.065, -0.001, -0.061], [0.021, -0.004, 0.006], [-0.007, -0.041, 0.022], [-0.099, 0.054, -0.060], [0.058, -0.013, 0.027], [0.018, -0.010, 0.060], [0.002, 0.014, 0.004], [-0.032, 0.037, -0.115], [0.006, -0.017, 0.000], [0.011, 0.011, 0.011], [0.091, -0.083, 0.048], [-0.007, 0.072, -0.021], [-0.036, 0.055, -0.054], [0.111, 0.026, 0.000], [0.063, -0.013, 0.002], [-0.085, -0.083, -0.057], [-0.092, -0.014, 0.076], [0.072, -0.090, -0.020], [-0.074, -0.017, -0.011], [-0.057, 0.025, 0.023], [-0.009, 0.011, -0.025], [-0.043, 0.017, -0.006], [-0.059, 0.034, -0.046], [0.007, -0.025, 0.036], [-0.015, 0.070, 0.022], [0.031, -0.041, -0.006], [-0.023, -0.068, 0.029], [0.089, -0.009, 0.045], [0.056, 0.032, -0.027], [-0.039, 0.001, -0.013], [0.031, 0.006, 0.039], [-0.021, -0.101, 0.147], [0.234, -0.144, -0.021], [-0.225, -0.199, -0.029], [0.168, 0.312, -0.021], [0.011, 0.022, -0.016], [-0.014, 0.028, -0.026], [-0.006, 0.008, -0.017], [0.031, 0.041, 0.060], [0.029, 0.062, -0.025], [-0.051, 0.008, -0.025]]
}



{
  "formula": "C4H5N3",
  "method": "the ωB97M-V functional and the def2-TZVPD basis",
  "homo_energy_ev": -9.3,
  "e_tot_ha": -319.591636,
  "lumo_ev": 0.72,
  "gap_ev": 9.99,
  "spin_multiplicity": 1,
  "elements": ["N", "C", "C", "N", "C", "N", "C", "H", "H", "H", "H", "H"],
  "positions_angstrom": [[-1.925433, 0.399575, -0.046964], [-0.520476, 0.018905, -0.015540], [0.225922, 1.147692, 0.259515], [1.585523, 1.120025, 0.273653], [2.138214, -0.099330, 0.065391], [1.467982, -1.241241, -0.097033], [0.131120, -1.185412, -0.126321], [-2.223074, 0.732066, -0.958340], [-2.640634, -0.213534, 0.318905], [-1.032210, 1.666464, 0.515068], [3.241001, -0.247649, 0.062943], [-0.447932, -2.097561, -0.251276]],
  "atomic_forces_ev_per_a": [[0.017, -0.742, -0.339], [-0.420, -0.244, -0.188], [-1.325, -0.082, 0.639], [-0.892, 0.019, 0.094], [-0.586, 0.048, 0.060], [-0.248, -0.039, 0.091], [-0.258, -0.151, -0.379], [0.147, -0.162, 0.015], [0.294, -0.305, 0.110], [3.794, 1.137, -0.138], [-0.894, 0.709, 0.036], [0.370, -0.187, -0.003]]
}



{
  "formula": "C4H14N2S",
  "method": "the ωB97M-V functional and the def2-TZVPD basis",
  "homo_energy_ev": -8.7,
  "smiles": "NCCN.CCS",
  "e_tot_ha": -668.440371,
  "lumo_ev": 0.88,
  "gap_ev": 9.60,
  "spin_multiplicity": 1,
  "elements": ["N", "C", "C", "N", "H", "H", "H", "H", "H", "H", "H", "H", "C", "C", "S", "H", "H", "H", "H", "H", "H"],
  "positions_angstrom": [[1.446853, 0.665005, 1.389501], [0.279005, 0.527820, 2.264840], [-1.007139, 1.016245, 1.607124], [-1.840965, 0.087928, 0.807720], [2.283109, 0.540601, 1.956792], [1.482371, -0.145848, 0.779977], [0.434846, 1.187696, 3.122476], [0.162115, -0.503058, 2.629560], [-0.786762, 1.951581, 1.073512], [-1.611173, 1.378526, 2.468993], [-2.801262, 0.379330, 0.934421], [-1.662630, -0.884743, 1.023992], [0.299668, -0.685453, -3.237356], [0.839184, -0.348871, -1.863092], [0.474762, -1.914314, -0.702483], [-0.769584, -0.867556, -3.176780], [0.777647, -1.577397, -3.623121], [0.540386, 0.115406, -3.946264], [0.334290, 0.477774, -1.380945], [1.927418, -0.307244, -1.828243], [-0.802139, -1.093427, -0.300625]],
  "atomic_forces_ev_per_a": [[0.357, -0.318, 0.238], [0.104, -0.066, -0.542], [-0.746, 0.744, 1.221], [0.991, 0.701, -0.098], [-0.062, 0.268, 0.004], [-0.176, 0.001, -0.258], [0.036, -0.177, -0.011], [-0.165, 0.099, 0.122], [0.071, -0.468, -0.341], [0.029, -0.299, -0.360], [-0.044, -0.633, -0.193], [-0.626, 0.222, 0.756], [0.385, 0.384, 0.025], [-0.013, -2.356, 0.683], [-2.481, 3.256, -0.150], [-0.093, 0.120, -0.199], [0.031, -0.263, -0.006], [-0.305, 0.047, 0.076], [0.262, 0.192, 0.048], [-0.155, 0.491, -0.065], [2.598, -1.946, -0.949]]
}



{
  "formula": "C6Cl5O6ReSbSe4",
  "method": "the ωB97M-V functional and the def2-TZVPD basis",
  "homo_energy_ev": [-2.4, -2.4],
  "e_tot_ha": -12905.241218,
  "lumo_ev": [3.47, 3.93],
  "gap_ev": [5.86, 6.33],
  "charge": -2,
  "spin_multiplicity": 2,
  "elements": ["Re", "Se", "Sb", "Se", "Se", "Se", "O", "Cl", "O", "O", "O", "Cl", "C", "C", "Cl", "C", "Cl", "C", "O", "C", "O", "C", "Cl"],
  "positions_angstrom": [[-0.830341, 1.206671, 0.650601], [-4.826895, 4.144999, 2.622542], [-2.456937, 4.041489, 2.256541], [-1.368581, 1.730386, 2.815651], [-1.880061, 3.110384, -0.120227], [-1.162257, 5.952164, 2.913993], [0.714078, -1.424510, 3.438379], [0.979450, -0.943237, 2.120500], [1.874955, -1.814936, 1.425334], [1.469396, 0.413922, 2.132304], [-0.318414, -0.900354, 1.356505], [0.411062, -4.096158, -3.077966], [0.541643, -2.521788, -2.367286], [1.778244, -1.908039, -2.249738], [3.211123, -2.704102, -2.810430], [1.867850, -0.640164, -1.668915], [3.388839, 0.157409, -1.488985], [0.739081, 0.006850, -1.204675], [0.747534, 1.199435, -0.582624], [-0.530707, -0.610319, -1.339179], [-1.575247, 0.074645, -0.874590], [-0.606763, -1.870340, -1.910857], [-2.167046, -2.604411, -2.036878]],
  "atomic_forces_ev_per_a": [[0.244, 0.316, -1.755], [0.012, -0.064, -0.054], [0.009, 0.027, 0.187], [-0.377, 0.471, 1.723], [-0.437, 0.182, -0.200], [0.039, -0.067, -0.053], [-0.035, 0.024, -0.055], [0.020, 0.140, -0.117], [-0.142, 0.020, 0.022], [0.155, -0.391, 0.104], [0.256, 0.102, 0.127], [0.007, 0.012, -0.001], [-0.024, 0.000, -0.002], [0.022, 0.010, -0.027], [-0.033, 0.016, 0.007], [0.191, 0.174, -0.032], [0.021, -0.018, 0.015], [-0.206, -0.024, -0.017], [0.020, -0.681, 0.289], [0.058, 0.170, -0.010], [0.390, -0.380, -0.035], [-0.182, -0.012, -0.120], [-0.009, -0.028, 0.003]]
}



{
  "formula": "C12H18N2O3S2",
  "method": "the ωB97M-V functional and the def2-TZVPD basis",
  "homo_energy_ev": -8.2,
  "smiles": "COC(=O)[C@H](CCSC)NC(=O)NCc1cccs1",
  "e_tot_ha": -1599.703163,
  "lumo_ev": 0.62,
  "gap_ev": 8.82,
  "spin_multiplicity": 1,
  "elements": ["C", "O", "C", "O", "C", "C", "C", "S", "C", "N", "C", "O", "N", "C", "C", "C", "C", "C", "S", "H", "H", "H", "H", "H", "H", "H", "H", "H", "H", "H", "H", "H", "H", "H", "H", "H", "H"],
  "positions_angstrom": [[-0.895896, -0.479678, -3.845594], [-1.356836, -1.057576, -2.628581], [-0.453018, -1.185820, -1.666631], [0.709279, -0.891384, -1.779164], [-1.032128, -1.778614, -0.375914], [-2.440778, -1.251314, -0.084597], [-2.982200, -1.819128, 1.219424], [-4.402894, -0.853052, 1.824698], [-3.500999, 0.525898, 2.587769], [-0.100579, -1.496981, 0.704870], [0.231352, -0.176859, 0.962318], [-0.519498, 0.752847, 0.756490], [1.432546, -0.025771, 1.597556], [1.991200, 1.308801, 1.741291], [2.813448, 1.687079, 0.551893], [4.168757, 1.655775, 0.421036], [4.605833, 2.012426, -0.873442], [3.572571, 2.296649, -1.706119], [2.047563, 2.139387, -0.931929], [-0.480533, 0.511321, -3.654432], [-0.122730, -1.107002, -4.293601], [-1.763323, -0.414980, -4.496742], [-1.074106, -2.868131, -0.497067], [-3.097328, -1.514389, -0.913661], [-2.388411, -0.164969, -0.018470], [-3.338691, -2.840977, 1.094138], [-2.222483, -1.794391, 2.000053], [-4.224297, 1.310864, 2.780368], [-3.058572, 0.189390, 3.522034], [-2.731549, 0.882410, 1.909530], [0.676202, -2.140889, 0.744353], [2.107466, -0.771975, 1.527472], [1.140372, 1.986134, 1.849343], [2.602544, 1.336181, 2.647280], [4.834721, 1.396887, 1.225801], [5.639971, 2.051616, -1.165516], [3.613024, 2.590215, -2.736255]],
  "atomic_forces_ev_per_a": [[0.273, 0.120, -0.240], [-0.388, -0.106, 0.045], [0.291, -0.213, 0.278], [-0.049, 0.020, -0.221], [-0.060, 0.400, -0.103], [0.046, -0.133, 0.072], [-0.357, 0.439, 0.068], [0.026, -0.072, 0.016], [-0.125, -0.439, -0.175], [0.000, -0.276, -0.064], [0.277, -0.643, 0.535], [-0.189, 0.468, -0.355], [0.190, -0.060, 0.209], [-0.137, 0.001, 0.001], [-0.164, 0.140, -0.180], [-0.247, 0.030, 0.177], [0.044, 0.033, -0.243], [-0.320, 0.008, 0.039], [0.541, -0.011, 0.210], [-0.041, -0.074, -0.037], [-0.069, 0.065, 0.015], [0.036, -0.007, 0.042], [0.049, 0.122, -0.014], [0.001, 0.018, 0.040], [-0.082, -0.151, -0.089], [0.065, -0.069, 0.055], [0.010, -0.138, -0.018], [-0.022, 0.105, 0.040], [0.078, 0.099, 0.066], [0.065, 0.129, 0.011], [-0.065, 0.107, -0.020], [-0.091, 0.041, -0.083], [0.185, -0.065, 0.144], [-0.074, 0.083, -0.100], [0.082, -0.052, 0.194], [0.160, 0.020, -0.094], [0.063, 0.062, -0.218]]
}



{
  "formula": "C2H3O3Rh",
  "method": "the ωB97M-V functional and the def2-TZVPD basis",
  "homo_energy_ev": [-22.1, -22.4],
  "e_tot_ha": -413.361245,
  "lumo_ev": [-9.02, -13.99],
  "gap_ev": [13.05, 8.37],
  "charge": 2,
  "spin_multiplicity": 5,
  "elements": ["O", "C", "O", "C", "O", "Rh", "H", "H", "H"],
  "positions_angstrom": [[-2.036673, 2.422479, -3.506650], [-1.555410, 1.705189, -2.756616], [-1.014818, 0.939217, -2.058193], [0.978592, -0.949123, 1.845768], [0.515149, -1.100043, 0.549582], [-0.247987, -0.292608, -0.771996], [0.570591, -1.728569, 2.517141], [2.081259, -1.030077, 1.894034], [0.709295, 0.033536, 2.286930]],
  "atomic_forces_ev_per_a": [[0.650, -1.074, 1.437], [-1.692, 2.653, -3.170], [0.183, -0.341, 0.331], [0.613, 0.048, 1.770], [1.430, -1.208, 2.884], [-0.838, 0.372, -1.832], [-0.066, -0.106, -0.469], [-0.143, -0.164, -0.418], [-0.137, -0.181, -0.533]]
}